Entry 1:
DFT (ωB97M-V with the def2-TZVPD basis set) results for a 3-piece molecular cluster, C6H11N3O overall in a non-equilibrium geometry.

```
21
Properties=species:S:1:pos:R:3:mulliken_charge:R:1
C 0.1886 2.2729 -1.5471 -0.86
N 0.4283 0.8694 -1.3277 -0.41
C -0.2537 0.1613 -0.5310 0.62
C -1.4218 0.6459 0.2469 0.40
N -1.8651 1.1204 1.2731 -0.71
N -0.0002 -1.1954 -0.3260 -0.22
C 1.2979 -1.7702 -0.6080 -0.40
C 0.8064 -1.6956 0.7949 0.10
C 1.4212 -0.7403 1.7813 -1.31
H 1.1537 2.7863 -1.6685 0.29
H -0.3657 2.3907 -2.4884 0.28
H -0.3647 2.7740 -0.7379 0.34
H 1.2846 -2.7204 -1.1446 0.25
H 2.0825 -1.0706 -0.9058 0.25
H 0.3962 -2.6120 1.2274 0.33
H 1.8772 0.1233 1.2778 0.32
H 0.6706 -0.3768 2.4967 0.30
H 2.2060 -1.2598 2.3472 0.37
O -3.2646 0.2037 -0.3374 -0.77
H -3.0255 -0.6698 -0.6944 0.33
H -3.2520 0.7629 0.8715 0.50
```

Results
- Orbital gap: 9.435 eV
- E_HOMO: -9.30 eV
- Relative energy (zero: lowest compared OMol25 entry of this formula, charge and spin): 587.9 kJ/mol
- Total charge: 0



Entry 2:
DFT (ωB97M-V with the def2-TZVPD basis set) results for one molecule with the formula CH4ClN in a non-equilibrium geometry.

```
7
Properties=species:S:1:pos:R:3:mulliken_charge:R:1
N -0.7653 -0.6039 -0.0135 -0.58
C 0.5882 0.5348 0.1109 -0.27
Cl 2.2007 -0.1671 -0.1052 -0.17
H -0.7733 -0.9812 0.9269 0.24
H -0.4449 -1.3189 -0.6641 0.24
H 0.3374 1.1893 1.0249 0.30
H 0.4841 1.2565 -0.6859 0.24
```

Results
- Orbital gap: 11.198 eV
- E_HOMO: -10.11 eV
- SMILES: NCCl
- Relative energy (zero: lowest compared OMol25 entry of this formula, charge and spin): 114.6 kJ/mol
- Total charge: 0



What did the second record say?
DFT (ωB97M-V with the def2-TZVPD basis set) results for one molecule with the formula CH4ClN in a non-equilibrium geometry.

```
7
Properties=species:S:1:pos:R:3:mulliken_charge:R:1
N -0.7653 -0.6039 -0.0135 -0.58
C 0.5882 0.5348 0.1109 -0.27
Cl 2.2007 -0.1671 -0.1052 -0.17
H -0.7733 -0.9812 0.9269 0.24
H -0.4449 -1.3189 -0.6641 0.24
H 0.3374 1.1893 1.0249 0.30
H 0.4841 1.2565 -0.6859 0.24
```

Results
- Orbital gap: 11.198 eV
- E_HOMO: -10.11 eV
- SMILES: NCCl
- Relative energy (zero: lowest compared OMol25 entry of this formula, charge and spin): 114.6 kJ/mol
- Total charge: 0



- Which value of E_HOMO does entry 2 give?
  -10.11 eV